Entry 1:
# C36H79BN6O6

7 unconnected molecules or ions with the total composition C36H79BN6O6 in a non-equilibrium geometry (ωB97M-V/def2-TZVPD, the Open Molecules 2025 dataset).

Each line ends with the Mulliken charge.
Element x y z (Å)
B 16.911 19.162 4.372  -0.155
H 16.840 19.696 3.437  -0.207
H 16.616 19.795 5.194  -0.213
H 16.257 18.306 4.425  -0.204
H 17.928 18.808 4.441  -0.207
C 16.264 24.346 12.984  -1.303
C 16.647 24.902 11.613  -0.725
C 18.112 24.591 11.184  -0.031
C 18.361 25.163 9.774  -0.950
N 19.826 25.008 9.301  0.324
C 19.889 24.885 7.738  -0.666
C 21.267 24.293 7.430  -0.628
C 21.620 23.420 8.698  -0.754
C 20.546 23.710 9.769  -0.709
C 20.654 26.248 9.767  -0.978
C 20.590 26.644 11.244  -0.271
C 21.435 27.942 11.360  -1.411
H 16.634 23.321 13.034  0.310
H 15.204 24.355 13.234  0.392
H 16.756 24.912 13.774  0.334
H 16.394 25.962 11.658  0.370
H 15.930 24.572 10.862  0.372
H 18.262 23.511 11.163  0.354
H 18.685 24.972 12.029  0.219
H 18.147 26.232 9.757  0.291
H 17.673 24.772 9.024  0.483
H 19.885 25.917 7.389  0.370
H 19.104 24.305 7.253  0.517
H 22.016 25.085 7.433  0.351
H 21.395 23.725 6.508  0.355
H 22.620 23.755 8.973  0.306
H 21.745 22.361 8.474  0.411
H 20.888 23.855 10.794  0.394
H 19.763 22.953 9.732  0.534
H 20.402 27.083 9.114  0.485
H 21.656 25.986 9.427  0.464
H 20.867 25.813 11.894  0.419
H 19.621 26.983 11.610  0.260
H 20.850 28.649 10.772  0.368
H 22.485 27.957 11.069  0.353
H 21.453 28.166 12.427  0.386
C 27.881 21.001 3.513  -1.279
C 28.170 19.818 2.599  0.167
C 27.143 18.698 2.667  -0.793
O 25.866 19.252 2.352  -0.318
C 24.788 18.259 2.450  -0.699
N 28.381 20.262 1.133  -0.340
H 28.519 19.466 0.527  0.340
H 27.553 20.721 0.781  0.334
H 29.151 20.904 1.016  0.364
H 28.749 21.657 3.580  0.436
H 27.757 20.663 4.542  0.352
H 27.025 21.606 3.213  0.337
H 29.202 19.474 2.664  0.324
H 27.055 18.329 3.689  0.414
H 27.362 17.817 2.064  0.512
H 25.158 17.371 1.938  0.325
H 23.911 18.717 1.993  0.227
H 24.655 17.980 3.495  0.298
C 17.234 19.988 -2.772  -1.282
C 18.704 19.651 -2.422  0.108
C 19.218 18.247 -2.924  -0.681
O 18.271 17.198 -2.594  -0.371
C 18.274 16.681 -1.283  -0.641
N 19.568 20.656 -3.213  -0.303
H 20.563 20.573 -3.063  0.341
H 19.336 20.692 -4.196  0.353
H 19.286 21.560 -2.860  0.368
H 16.595 19.187 -2.400  0.311
H 16.986 20.163 -3.819  0.408
H 16.907 20.853 -2.196  0.439
H 19.062 19.784 -1.401  0.307
H 20.214 18.062 -2.523  0.424
H 19.212 18.300 -4.013  0.391
H 19.190 16.439 -0.744  0.278
H 17.715 15.762 -1.108  0.261
H 17.695 17.488 -0.835  0.286
C 17.690 13.504 9.985  -1.495
C 16.891 14.610 9.300  0.327
C 16.724 16.034 9.973  -0.679
O 16.004 15.909 11.161  -0.358
C 14.605 15.803 11.034  -0.667
N 17.587 14.749 7.942  -0.306
H 18.595 14.764 8.011  0.373
H 17.305 14.007 7.317  0.368
H 17.378 15.649 7.535  0.296
H 17.264 13.298 10.967  0.361
H 18.665 13.877 10.298  0.400
H 17.754 12.579 9.412  0.446
H 15.947 14.182 8.963  0.261
H 16.230 16.758 9.325  0.458
H 17.694 16.446 10.250  0.353
H 14.092 15.745 11.994  0.265
H 14.265 15.068 10.304  0.289
H 14.363 16.755 10.561  0.300
C 6.395 23.265 13.422  -0.817
N 7.109 23.509 12.105  0.082
C 7.729 22.395 11.524  -0.240
C 8.375 22.473 10.348  -0.809
C 8.540 23.721 9.733  0.746
C 8.107 24.821 10.438  -0.471
C 7.401 24.694 11.590  -0.313
C 9.229 23.876 8.383  0.674
C 10.349 23.094 7.988  -0.817
C 10.856 23.220 6.701  -0.150
N 10.346 24.070 5.814  -0.003
C 9.225 24.726 6.110  -0.274
C 8.661 24.620 7.384  -0.664
C 10.844 24.099 4.472  -0.949
H 5.991 22.253 13.412  0.300
H 5.582 23.980 13.550  0.351
H 7.105 23.418 14.235  0.362
H 7.483 21.487 12.055  0.377
H 8.732 21.562 9.891  0.492
H 8.437 25.745 9.986  0.520
H 6.963 25.552 12.078  0.427
H 10.777 22.336 8.627  0.480
H 11.692 22.718 6.238  0.456
H 8.859 25.296 5.269  0.443
H 7.744 25.145 7.609  0.520
H 10.355 23.301 3.914  0.374
H 11.919 23.922 4.482  0.352
H 10.685 25.105 4.084  0.373
O 11.650 16.376 6.295  -0.434
C 10.480 16.692 5.688  0.638
O 10.516 17.171 4.540  -0.666
O 9.401 16.437 6.323  -0.687
H 12.112 16.918 5.651  0.321

Computed properties:
- Multiplicity: 1
- Calculated total energy: -60471.2722 eV
- Total charge: +4
- E_LUMO: -8.84 eV
- Gap between HOMO and LUMO: 1.76 eV
- HOMO level: -10.60 eV


Entry 2:
# C38H90F6NO22S2

10 unconnected molecules or ions with the total composition C38H90F6NO22S2 in a non-equilibrium geometry (ωB97M-V/def2-TZVPD, the Open Molecules 2025 dataset).

Each line ends with the Mulliken charge.
Element x y z (Å)
C -1.742 2.232 -0.295  0.338
F -2.930 1.662 -0.068  -0.196
F -1.642 2.540 -1.616  -0.181
F -1.635 3.365 0.377  -0.166
S -0.305 0.989 0.190  0.698
O 0.851 1.442 -0.651  -0.495
O -0.067 0.993 1.605  -0.602
N -0.813 -0.495 -0.446  -0.225
S -1.168 -1.358 0.782  0.401
O -0.012 -1.707 1.626  -0.274
O -2.365 -0.995 1.565  -0.236
C -1.669 -3.080 -0.111  0.194
F -0.732 -3.677 -0.780  -0.126
F -2.383 -3.884 0.670  -0.175
F -2.720 -2.738 -0.995  -0.243
C 2.481 -4.058 2.271  -0.427
O 2.659 -5.224 1.494  0.008
C 3.971 -5.239 0.945  -0.485
C 4.044 -6.576 0.011  -0.652
O 3.530 -7.649 0.821  -0.262
C 3.608 -8.900 0.161  -0.859
H 1.480 -3.964 2.692  -0.193
H 2.626 -3.100 1.771  0.248
H 3.256 -4.096 3.036  0.385
H 4.785 -5.259 1.669  0.384
H 4.032 -4.466 0.179  0.231
H 5.035 -6.773 -0.398  0.403
H 3.339 -6.567 -0.820  0.328
H 3.060 -9.543 0.850  0.256
H 4.616 -9.278 -0.010  0.307
H 3.049 -8.886 -0.775  0.340
C 4.572 0.998 2.438  -0.507
O 4.828 0.619 1.162  -0.449
C 3.746 0.733 0.228  0.734
C 4.102 0.244 -1.212  -0.541
O 5.428 0.693 -1.512  -0.258
C 5.766 0.409 -2.851  -0.936
H 5.514 1.066 2.981  0.257
H 3.823 0.321 2.848  0.213
H 4.158 2.005 2.493  0.114
H 3.168 1.656 0.186  -0.373
H 2.908 0.122 0.563  0.100
H 3.491 0.735 -1.970  0.258
H 4.009 -0.823 -1.411  0.533
H 6.569 1.063 -3.191  0.302
H 4.988 0.801 -3.506  0.335
H 5.870 -0.666 -3.003  0.290
C -0.785 3.111 -5.124  -0.640
O -0.622 4.507 -4.902  -0.420
C -0.665 5.349 -6.122  -0.665
C 0.271 4.946 -7.231  -0.592
O -0.386 3.951 -8.001  -0.241
C 0.221 3.537 -9.210  -0.878
H -1.533 2.887 -5.884  0.252
H -0.995 2.485 -4.257  0.324
H 0.185 2.749 -5.467  0.280
H -0.465 6.400 -5.912  0.459
H -1.597 5.447 -6.678  0.357
H 1.187 4.595 -6.756  0.329
H 0.619 5.781 -7.839  0.520
H 0.078 4.230 -10.040  0.305
H -0.141 2.514 -9.314  0.207
H 1.292 3.348 -9.131  0.379
C 5.898 4.514 1.251  -0.512
O 5.941 3.926 -0.085  -0.360
C 5.129 4.552 -1.100  -0.910
C 3.696 4.031 -1.358  0.449
O 2.899 5.008 -2.024  -0.523
C 1.617 4.560 -2.484  -0.317
H 6.089 5.576 1.096  0.376
H 6.714 4.028 1.786  0.228
H 4.993 4.228 1.788  0.076
H 5.476 4.390 -2.120  0.347
H 5.105 5.631 -0.946  0.368
H 3.204 3.603 -0.484  -0.036
H 3.734 3.131 -1.971  0.390
H 0.716 4.918 -1.985  0.268
H 1.597 3.475 -2.382  0.111
H 1.534 4.719 -3.559  0.111
C -1.168 -1.103 4.844  -0.895
O -1.660 -2.370 5.093  0.143
C -2.882 -2.396 5.791  -0.327
C -2.748 -1.992 7.292  -0.717
O -1.933 -2.776 8.130  -0.378
C -0.602 -2.460 8.173  -0.657
H -1.799 -0.407 4.291  0.304
H -0.219 -1.183 4.314  0.129
H -1.007 -0.531 5.758  0.349
H -3.177 -3.439 5.683  0.259
H -3.665 -1.777 5.354  0.208
H -3.735 -2.080 7.745  0.371
H -2.405 -0.959 7.344  0.372
H -0.400 -1.483 8.610  0.347
H 0.010 -2.448 7.271  0.159
H 0.023 -3.192 8.685  0.336
C 0.098 -5.433 5.072  -0.492
O -0.641 -6.503 4.438  -0.393
C -1.597 -5.924 3.614  0.064
C -1.721 -6.696 2.306  -0.800
O -0.460 -6.879 1.633  -0.108
C -0.603 -7.152 0.242  -0.717
H 0.316 -4.478 4.593  0.049
H 1.033 -5.846 5.450  0.324
H -0.572 -5.157 5.886  0.343
H -1.409 -4.890 3.327  -0.074
H -2.520 -5.923 4.194  0.384
H -2.442 -6.120 1.725  0.350
H -2.088 -7.713 2.444  0.389
H -1.249 -8.019 0.100  0.389
H 0.313 -7.508 -0.230  0.086
H -1.029 -6.347 -0.356  0.258
C -7.675 -1.464 2.292  -0.707
O -6.440 -2.147 2.506  -0.429
C -5.354 -1.460 1.895  -0.224
C -5.483 -1.218 0.355  0.262
O -6.380 -0.402 -0.228  -0.439
C -6.044 1.031 -0.300  -0.422
H -8.445 -2.101 2.730  0.316
H -7.995 -1.416 1.251  0.242
H -7.720 -0.465 2.724  0.276
H -4.446 -2.023 2.110  0.136
H -5.163 -0.481 2.335  0.272
H -5.674 -2.222 -0.024  0.374
H -4.477 -0.991 -0.001  -0.276
H -6.847 1.389 -0.945  0.316
H -5.125 1.290 -0.824  -0.046
H -6.182 1.579 0.632  0.296
C -0.330 5.051 4.042  -0.681
O -1.249 5.378 2.984  -0.286
C -0.871 6.724 2.420  -0.770
C 0.240 6.591 1.377  -0.082
O 1.503 6.779 2.061  -0.412
C 2.697 6.467 1.397  -0.562
H -0.324 5.786 4.847  0.327
H 0.660 4.667 3.797  0.198
H -0.826 4.205 4.518  0.288
H -0.641 7.555 3.087  0.362
H -1.693 6.980 1.752  0.345
H 0.160 7.263 0.522  0.493
H 0.223 5.555 1.036  0.073
H 3.428 7.011 1.994  0.352
H 2.806 6.881 0.394  0.325
H 2.950 5.409 1.338  0.054
C -0.077 -0.255 -7.121  -0.520
O -1.026 0.016 -6.057  -0.156
C -2.394 0.246 -6.400  -0.750
C -3.422 0.522 -5.290  -0.475
O -3.221 -0.413 -4.208  -0.394
C -3.633 0.059 -2.950  -0.204
H 0.809 -0.444 -6.516  0.239
H 0.005 0.567 -7.833  -0.010
H -0.339 -1.137 -7.706  0.321
H -2.701 -0.678 -6.891  0.560
H -2.538 1.041 -7.131  0.340
H -4.425 0.532 -5.718  0.337
H -3.422 1.484 -4.777  0.340
H -3.412 -0.740 -2.243  0.114
H -4.663 0.412 -2.905  0.482
H -3.071 0.958 -2.696  -0.088

Computed properties:
- Multiplicity: 1
- Calculated total energy: -125360.3716 eV
- Total charge: -1
- E_LUMO: 2.02 eV
- Gap between HOMO and LUMO: 8.90 eV
- HOMO level: -6.89 eV


Entry 3:
# C2H7N3

A molecular structure, C2H7N3 in a non-equilibrium geometry (ωB97M-V/def2-TZVPD, the Open Molecules 2025 dataset).

Each line ends with the Mulliken charge.
Element x y z (Å)
C 0.087 -0.533 1.610  -0.878
C 0.292 -0.294 0.181  0.522
H -0.146 0.704 2.323  0.247
H -0.802 -1.555 1.761  0.225
H 1.429 -1.095 1.852  0.255
H 1.330 -0.616 -1.403  0.226
H -1.327 1.003 0.280  0.261
H 0.203 1.502 -1.796  0.254
H -0.775 0.228 -2.389  0.271
N 1.230 -0.832 -0.389  -0.626
N -0.734 0.474 -0.386  0.033
N -0.789 1.016 -1.644  -0.789

Computed properties:
- Multiplicity: 1
- Calculated total energy: -6652.9976 eV
- E_LUMO: 0.71 eV
- Relative energy (zero: lowest compared OMol25 entry of this formula, charge and spin): 4.958 eV
- Gap between HOMO and LUMO: 10.07 eV
- HOMO level: -9.36 eV


Entry 4:
# C34H60BKO38

A molecular structure, C34H60BKO38 in a non-equilibrium geometry (ωB97M-V/def2-TZVPD, the Open Molecules 2025 dataset).

Each line ends with the Mulliken charge.
Element x y z (Å)
K -2.928 -0.565 5.893  1.043
O -4.527 0.940 1.550  -0.627
C -3.429 0.635 1.216  0.428
O -2.920 0.585 0.004  -0.795
B -1.485 0.253 0.069  1.329
O -1.178 0.150 1.502  0.645
C -2.248 0.413 2.199  -0.091
O -2.296 0.526 3.396  -0.517
O -0.617 1.253 -0.568  -0.454
C -0.099 0.757 -1.679  0.541
O 0.570 1.314 -2.485  -0.570
C -0.452 -0.747 -1.718  0.318
O -1.219 -0.994 -0.657  -0.472
O -0.055 -1.537 -2.499  -0.632
C -7.310 -6.158 -0.185  -0.679
O -6.253 -5.364 0.305  -0.324
C -5.022 -5.704 -0.078  0.734
O -4.712 -6.604 -0.803  -0.545
O -4.187 -4.854 0.502  -0.251
C -2.804 -4.988 0.138  -0.283
H -7.414 -7.062 0.420  0.283
H -7.114 -6.487 -1.207  0.324
H -8.236 -5.597 -0.143  0.231
H -2.457 -6.007 0.280  0.374
H -2.300 -4.367 0.873  -0.187
H -2.550 -4.557 -0.824  0.341
C -6.322 0.429 -1.284  -0.403
O -7.422 1.327 -1.442  -0.370
C -7.356 2.102 -2.516  0.765
O -6.579 2.005 -3.421  -0.541
O -8.328 3.023 -2.417  -0.335
C -8.457 3.858 -3.555  -0.649
H -5.460 0.957 -0.888  0.111
H -6.084 -0.107 -2.199  0.348
H -6.625 -0.292 -0.526  0.254
H -9.397 4.397 -3.457  0.227
H -8.465 3.294 -4.485  0.305
H -7.664 4.605 -3.604  0.283
C 3.538 -5.670 0.296  -0.408
O 3.778 -5.902 -1.082  -0.407
C 3.644 -4.901 -1.948  0.571
O 4.065 -4.954 -3.065  -0.595
O 3.008 -3.866 -1.403  0.062
C 2.643 -2.785 -2.253  -0.400
H 4.256 -4.957 0.697  0.239
H 3.652 -6.628 0.800  0.286
H 2.504 -5.368 0.462  0.113
H 2.179 -2.027 -1.644  -0.306
H 1.972 -3.113 -3.046  0.538
H 3.505 -2.368 -2.779  0.291
C 8.155 1.830 -1.131  -0.653
O 7.149 2.263 -2.036  -0.392
C 6.032 1.543 -2.073  0.707
O 5.904 0.424 -1.676  -0.556
O 5.088 2.271 -2.665  -0.407
C 3.761 1.797 -2.511  0.369
H 7.969 2.273 -0.153  0.286
H 9.115 2.188 -1.502  0.279
H 8.250 0.747 -1.062  0.249
H 3.612 0.833 -2.993  0.323
H 3.063 2.525 -2.905  0.094
H 3.538 1.689 -1.447  -0.375
C -2.868 3.681 3.880  -0.574
O -1.544 3.994 4.270  -0.075
C -1.220 5.294 4.222  0.697
O -1.981 6.188 3.998  -0.587
O 0.080 5.385 4.467  -0.198
C 0.599 6.716 4.484  -0.754
H -3.063 2.648 4.138  0.067
H -3.006 3.798 2.800  0.165
H -3.619 4.341 4.316  0.443
H 0.556 7.146 3.483  0.285
H 1.603 6.713 4.885  0.245
H -0.035 7.357 5.103  0.326
C 0.258 -7.258 4.473  -0.735
O 0.372 -5.850 4.418  -0.315
C 0.077 -5.250 3.267  0.715
O -0.367 -5.794 2.298  -0.532
O 0.381 -3.962 3.437  -0.122
C -0.033 -3.039 2.453  -0.520
H -0.120 -7.574 5.441  0.249
H 1.231 -7.706 4.270  0.286
H -0.444 -7.642 3.730  0.328
H 0.358 -2.032 2.577  0.073
H -1.122 -2.960 2.406  0.115
H 0.287 -3.313 1.443  0.402
C 1.151 1.322 -5.761  -0.290
O 0.605 2.386 -6.544  -0.239
C 0.645 2.232 -7.857  0.750
O 1.234 1.374 -8.462  -0.550
O -0.065 3.202 -8.422  -0.341
C -0.053 3.230 -9.847  -0.643
H 0.477 0.471 -5.793  0.314
H 1.259 1.654 -4.733  -0.115
H 2.164 1.108 -6.101  0.346
H -0.714 4.036 -10.145  0.216
H -0.386 2.271 -10.241  0.293
H 0.950 3.440 -10.220  0.296
C 5.760 -1.850 -0.353  -0.674
O 4.395 -1.439 -0.232  0.204
C 4.087 -0.621 0.762  0.136
O 4.802 -0.344 1.684  -0.635
O 2.844 -0.166 0.565  0.493
C 2.529 1.113 1.116  -0.654
H 6.413 -1.029 -0.644  -0.012
H 5.765 -2.629 -1.107  0.253
H 6.072 -2.208 0.630  0.376
H 2.714 1.173 2.182  0.321
H 1.491 1.296 0.845  -0.263
H 3.085 1.897 0.591  0.440
C 1.016 1.870 3.951  -0.830
O 1.704 0.652 4.252  -0.286
C 1.064 -0.195 5.017  0.736
O -0.066 -0.056 5.428  -0.554
O 1.838 -1.242 5.254  -0.294
C 1.315 -2.260 6.096  -0.620
H 1.609 2.511 3.310  0.481
H 0.812 2.430 4.871  0.529
H 0.033 1.706 3.513  0.096
H 1.077 -1.914 7.104  0.305
H 2.081 -3.024 6.088  0.235
H 0.377 -2.660 5.703  0.205
C 1.858 4.662 -1.485  -0.669
O 1.982 4.097 -0.163  -0.337
C 0.914 3.865 0.581  0.860
O 0.974 3.402 1.683  -0.367
O -0.191 4.235 -0.018  -0.366
C -1.380 4.061 0.743  -0.221
H 1.325 3.917 -2.080  0.155
H 2.841 4.815 -1.913  0.268
H 1.284 5.582 -1.436  0.351
H -1.241 4.348 1.784  -0.131
H -1.678 3.017 0.672  0.024
H -2.127 4.699 0.282  0.354

Computed properties:
- Multiplicity: 1
- Calculated total energy: -131043.6510 eV
- E_LUMO: -1.60 eV
- Relative energy (zero: lowest compared OMol25 entry of this formula, charge and spin): 0.000 eV
- Gap between HOMO and LUMO: 8.43 eV
- HOMO level: -10.03 eV